ORCA calculation (ωB97M-V with the def2-TZVPD basis set) on a structure of composition C32H63BrCl20N4O6PS2 in a non-equilibrium geometry.

HOMO level = -0.3538 hartree
multiplicity = 1
charge = +1
HOMO-LUMO gap = 6.2 eV

Each line ends with the Löwdin charge.
Atoms and positions in Å:
C: 1.78 2.15 3.53  -0.01
C: 2.46 0.84 3.25  -0.12
C: 2.04 -0.36 2.27  -0.32
N: 2.19 -1.59 3.15  -0.10
C: 1.99 -1.35 4.48  -0.55
S: 1.87 -1.05 6.16  0.67
C: 3.14 -0.33 0.99  -0.28
N: 4.35 0.44 1.42  0.01
C: 3.79 -1.76 0.51  -0.12
C: 5.37 -1.82 0.17  -0.19
C: 6.41 -2.17 1.37  -0.37
C: 7.51 -0.92 1.47  -0.11
C: 5.78 -2.56 2.82  -0.11
C: 2.06 0.43 -0.05  -0.50
S: 2.61 2.22 -0.06  0.89
O: 2.15 0.17 -1.48  -0.24
C: 3.45 0.30 -2.10  -0.16
C: 3.43 1.42 -3.34  -0.16
O: 2.52 0.95 -4.44  -0.23
C: 2.39 1.97 -5.49  -0.24
C: 1.01 2.87 -5.37  -0.11
N: 0.58 0.05 0.21  -0.14
C: -0.34 1.28 0.00  -0.24
N: -0.45 2.25 1.13  -0.09
C: -0.63 3.62 0.44  -0.13
P: -0.22 -1.00 -1.04  0.79
O: -1.63 -1.60 -0.53  -0.34
O: 0.67 -2.34 -1.64  -0.19
O: -0.69 -0.08 -2.49  -0.19
C: 0.55 -0.60 1.63  -0.40
Br: 0.67 -2.67 1.58  0.83
C: -0.83 -0.60 2.48  -0.16
C: -1.00 0.36 3.77  -0.19
O: -2.41 0.16 4.25  -0.22
C: -2.93 1.40 4.85  -0.27
C: -3.56 2.47 3.77  -0.13
H: 2.07 3.19 3.07  0.06
H: 0.98 2.20 4.41  0.09
H: 3.50 0.81 3.84  0.14
H: 4.94 0.83 0.67  0.07
H: 4.89 0.01 2.20  0.07
H: 3.23 -2.01 -0.52  0.11
H: 3.55 -2.68 1.19  0.09
H: 5.81 -0.86 -0.38  0.10
H: 5.50 -2.69 -0.65  0.13
H: 7.07 -3.10 1.03  0.14
H: 7.04 0.07 1.89  0.07
H: 7.87 -0.67 0.36  0.09
H: 8.44 -1.18 2.13  0.09
H: 4.94 -3.41 2.70  0.08
H: 6.65 -3.09 3.44  0.10
H: 5.42 -1.67 3.49  0.08
H: 2.04 3.01 0.91  -0.10
H: 3.65 -0.73 -2.67  0.16
H: 4.38 0.43 -1.39  0.12
H: 4.51 1.61 -3.75  0.11
H: 2.91 2.41 -2.93  0.06
H: 3.36 2.66 -5.42  0.08
H: 2.38 1.47 -6.57  0.14
H: 1.21 3.89 -5.96  0.09
H: 0.08 2.38 -5.89  0.08
H: 0.73 3.17 -4.27  0.04
H: -1.47 0.95 -0.23  0.15
H: -0.04 1.90 -0.97  0.15
H: -1.41 2.10 1.56  0.09
H: 0.28 3.93 -0.22  0.07
H: -0.76 4.49 1.25  0.12
H: -1.57 3.58 -0.29  0.04
H: 1.18 -2.04 -2.47  0.11
H: -0.86 -0.76 -3.22  0.11
H: -1.74 -0.32 1.74  0.13
H: -1.18 -1.67 2.89  0.12
H: -0.92 1.52 3.60  0.08
H: -0.34 0.11 4.71  0.10
H: -2.14 1.91 5.60  0.09
H: -3.84 1.08 5.56  0.10
H: -4.15 3.32 4.37  0.04
H: -2.78 2.94 3.03  0.04
H: -4.41 1.89 3.16  0.09
C: 1.99 -6.11 0.72  -0.88
Cl: 1.05 -4.74 1.33  0.28
Cl: 3.50 -6.30 1.63  0.51
H: 1.40 -7.02 0.82  0.05
H: 2.23 -5.93 -0.33  0.05
C: 4.42 5.56 -3.30  -0.97
Cl: 3.08 4.92 -2.34  0.52
Cl: 5.25 4.26 -4.17  0.56
H: 4.02 6.27 -4.03  0.04
H: 5.13 6.05 -2.64  0.03
C: -4.70 0.91 -1.07  -0.99
Cl: -4.76 2.44 -0.18  0.48
Cl: -5.25 1.12 -2.74  0.54
H: -3.67 0.54 -1.08  0.00
H: -5.35 0.18 -0.57  0.04
C: 1.85 -5.77 5.08  -0.94
Cl: 1.64 -5.58 3.33  0.44
Cl: 3.56 -5.76 5.51  0.50
H: 1.35 -4.95 5.59  0.03
H: 1.41 -6.72 5.39  0.03
C: -5.80 -1.99 -4.41  -1.03
Cl: -4.07 -1.71 -4.59  0.48
Cl: -6.46 -2.80 -5.84  0.56
H: -5.97 -2.62 -3.54  0.04
H: -6.31 -1.03 -4.28  -0.01
C: -9.07 -4.83 -7.14  -1.05
Cl: -10.41 -5.47 -6.18  0.51
Cl: -8.23 -6.12 -8.01  0.51
H: -9.46 -4.11 -7.86  0.03
H: -8.36 -4.33 -6.47  -0.06
C: -3.14 5.96 5.80  -0.99
Cl: -4.02 4.67 6.64  0.52
Cl: -1.92 5.29 4.71  0.51
H: -3.85 6.55 5.22  0.03
H: -2.65 6.59 6.54  0.03
C: -2.56 5.84 -2.57  -1.00
Cl: -3.43 4.55 -1.74  0.49
Cl: -1.33 5.17 -3.66  0.51
H: -3.27 6.43 -3.15  0.03
H: -2.07 6.47 -1.83  0.03
C: -6.42 -7.03 -11.47  -1.05
Cl: -7.70 -7.54 -12.58  0.50
Cl: -5.11 -6.22 -12.35  0.49
H: -6.83 -6.34 -10.74  -0.01
H: -6.01 -7.91 -10.97  0.03
C: -4.16 1.10 9.11  -1.00
Cl: -5.44 0.59 8.01  0.52
Cl: -2.86 1.91 8.24  0.51
H: -4.58 1.79 9.85  0.03
H: -3.76 0.22 9.62  0.03